(1)
CH3NOS | ωB97M-V with the def2-TZVPD basis set

Each line ends with the natural charge from an NBO analysis.
Geometry (Å):
1 C -0.37 0.60 0.31  -0.43
2 N 0.36 0.05 -0.87  -0.82
3 O 0.88 -1.75 1.02  -0.91
4 S -0.18 -1.20 0.14  1.33
5 H 0.37 0.81 1.07  0.22
6 H -1.11 1.26 0.17  0.21
7 H 0.05 0.22 -1.84  0.41

Its relative energy (zero: lowest compared OMol25 entry of this formula, charge and spin) is 62.6 kcal per mole. As for the total energy: -15456.094 eV. The largest force on an atom comes out at 5.24 eV/A. As for the HOMO energy: -9.81 eV. For the molar mass, the calculation gives 77.1 g/mol.

***

(2)
CH3NOS | ωB97M-V with the def2-TZVPD basis set

Each line ends with the natural charge from an NBO analysis.
Geometry (Å):
1 C -0.50 0.28 -0.69  0.52
2 N 0.43 -0.62 -0.12  -0.75
3 O -1.18 0.24 -1.72  -0.56
4 S 1.15 -0.15 1.44  0.20
5 H -0.43 1.23 -0.09  0.09
6 H 0.42 -1.57 -0.34  0.40
7 H 0.11 0.58 1.52  0.09

The SMILES is O=CNS. Its relative energy (zero: lowest compared OMol25 entry of this formula, charge and spin) is 36.8 kcal per mole. As for the total energy: -15457.215 eV. The largest force on an atom comes out at 3.45 eV/A. As for the HOMO energy: -9.43 eV. For the molar mass, the calculation gives 77.1 g/mol.

***

(3)
CH3NOS | ωB97M-V with the def2-TZVPD basis set

Each line ends with the natural charge from an NBO analysis.
Geometry (Å):
1 C -1.50 -1.23 -0.47  0.43
2 N 0.15 1.36 1.01  -1.17
3 O -2.02 -0.51 0.20  -0.43
4 S -1.69 -2.61 -1.18  0.02
5 H -0.54 0.51 0.60  0.40
6 H -0.66 2.05 0.82  0.35
7 H 0.50 1.71 1.95  0.40

The SMILES is O=C=S.N. Its relative energy (zero: lowest compared OMol25 entry of this formula, charge and spin) is 57.5 kcal per mole. As for the total energy: -15456.316 eV. The largest force on an atom comes out at 6.92 eV/A. As for the HOMO energy: -9.54 eV. For the molar mass, the calculation gives 77.1 g/mol.

***

(4)
CH3NOS | ωB97M-V with the def2-TZVPD basis set

Each line ends with the natural charge from an NBO analysis.
Geometry (Å):
1 C -0.31 0.75 -0.33  -0.80
2 N 0.41 -2.31 -0.34  -0.81
3 O 0.42 -0.64 1.62  -0.91
4 S 0.23 -0.99 0.25  1.74
5 H 0.68 1.14 -0.16  0.24
6 H -0.39 0.85 -1.48  0.26
7 H -1.04 1.21 0.44  0.28

The SMILES is CS(#N)=O. Its relative energy (zero: lowest compared OMol25 entry of this formula, charge and spin) is 93.3 kcal per mole. As for the total energy: -15454.764 eV. The largest force on an atom comes out at 2.19 eV/A. As for the HOMO energy: -10.44 eV. For the molar mass, the calculation gives 77.1 g/mol.